18
Properties=species:S:1:pos:R:3:nbo_charge:R:1 method="wB97M-V/def2-TZVPD" lumo_ev=0.16 fmax_ev_per_a=1.215 smiles="C/C(Cl)=C/C#N.C[SiH2]Cl" homo_ev=-10.12
C 0.33159 -2.44080 1.30490 0.252
C 1.96972 0.28900 -0.79258 -0.667
C -1.15286 1.93150 0.26633 -1.097
C 0.85422 -1.20743 0.87895 -0.399
C 1.37098 -0.99522 -0.33775 0.087
N -0.07457 -3.44502 1.68052 -0.282
Si -1.89983 0.24982 -0.20859 1.110
Cl -3.77258 0.59477 -0.88434 -0.379
Cl 1.32071 -2.24258 -1.52951 0.046
H 2.84771 0.09983 -1.40555 0.243
H 2.25394 0.90494 0.05905 0.230
H 1.25322 0.83756 -1.40361 0.242
H -0.98332 2.54947 -0.61328 0.243
H -1.83113 2.47659 0.91876 0.251
H -0.20541 1.83135 0.78846 0.229
H 0.90004 -0.43261 1.63262 0.253
H -2.00453 -0.62344 0.95644 -0.175
H -1.17789 -0.37774 -1.31082 -0.187

---

71
Properties=species:S:1:pos:R:3:mulliken_charge:R:1 method="wB97M-V/def2-TZVPD" lumo_ev=-2.72 fmax_ev_per_a=1.341 charge=+1 homo_ev=-11.52
C -2.32260 -3.01594 -5.74373 -1.326
C -1.19383 -2.44000 -4.88501 1.093
O -1.39917 -1.04607 -4.68635 -0.459
C -0.40299 -0.41987 -3.91836 1.611
C -0.04602 0.96250 -4.45514 -1.042
C 1.12900 1.47076 -3.61115 -0.304
C 0.77229 1.55227 -2.13459 -0.937
N 0.17742 0.28397 -1.56998 -0.081
P 1.49290 -0.91904 -0.91478 0.528
C 1.27032 -2.46324 -1.84373 -0.636
O 2.88118 -0.33346 -1.53332 -0.496
C -0.88472 -0.26990 -2.47474 -1.350
H -3.12468 -2.28521 -5.84491 0.312
H -2.73014 -3.91117 -5.26626 0.336
H -1.96652 -3.32448 -6.72863 0.358
H -1.17273 -2.95294 -3.91235 0.050
H -0.23004 -2.62776 -5.38965 -0.656
H 0.52548 -0.99907 -3.98467 -0.622
H -0.91364 1.62366 -4.37196 0.311
H 0.25567 0.84530 -5.49908 0.387
H 2.01952 0.85552 -3.78062 0.239
H 1.37271 2.48189 -3.95038 0.424
H 1.62735 1.85793 -1.52742 0.438
H 0.01184 2.33252 -2.01160 0.472
H -0.28626 0.55077 -0.70158 0.431
H 1.85376 -3.21870 -1.30546 0.372
H 0.23601 -2.80198 -1.89319 0.238
H 1.69506 -2.39738 -2.85108 0.027
H 3.32038 -0.95784 -2.13223 0.273
H -1.31116 -1.18377 -2.05263 0.448
H -1.70622 0.45840 -2.48433 0.386
C 4.13266 -2.63465 -5.80688 -0.306
Br 4.86767 -1.04604 -6.59018 -0.011
Br 4.93830 -3.03376 -4.10442 -0.024
Br 2.20723 -2.51687 -5.65527 0.108
H 4.35068 -3.46435 -6.46549 0.379
C 2.08234 -1.29784 3.49777 -0.007
Br 3.51361 -2.40491 2.85173 -0.040
Br 0.50109 -1.48737 2.41434 -0.038
Br 1.69524 -1.62311 5.35314 -0.085
H 2.40530 -0.26865 3.41148 0.147
C -1.98585 0.59195 4.39869 0.097
Br -3.56981 -0.49592 4.40222 0.024
Br -1.88168 1.67372 2.80304 0.079
Br -1.85641 1.67693 5.97718 0.084
H -1.13546 -0.07618 4.39028 -0.219
C 3.50610 -7.16841 -4.04799 -0.359
Br 2.94516 -6.12637 -5.56909 -0.003
Br 5.34434 -7.69578 -4.19521 0.016
Br 3.16298 -6.24897 -2.38858 -0.005
H 2.90565 -8.06656 -4.04078 0.373
C 3.86729 1.48483 6.17180 0.086
Br 3.24178 2.33727 4.55593 -0.023
Br 5.77442 1.26835 6.15888 0.008
Br 3.26538 2.42005 7.73842 0.041
H 3.43042 0.49727 6.19915 -0.082
C -5.26750 3.01405 4.86012 0.681
Br -6.84932 1.92103 4.87086 -0.005
Br -5.14752 4.08448 3.26242 0.059
Br -5.13233 4.09433 6.44316 0.002
H -4.41917 2.34402 4.86088 -0.719
C -6.51210 7.25568 1.37392 -0.302
Br -7.30190 8.33770 -0.00303 -0.032
Br -4.92257 6.36332 0.74260 -0.067
Br -6.15642 8.26634 2.96751 0.024
H -7.22500 6.48537 1.63177 0.333
C 0.11224 2.73712 10.09115 0.048
Br 0.53911 1.34070 11.34114 0.007
Br -1.77888 2.82606 9.74232 -0.029
Br 0.80679 4.43955 10.65665 0.000
H 0.59596 2.48796 9.15730 -0.063